No. 1
Entry from OMol25: a molecular structure, C18H31IN5O6PS3 in a non-equilibrium geometry (wB97M-V/def2-TZVPD).

The geometry in XYZ format:
```
65
Properties=species:S:1:pos:R:3:forces:R:3
N 0.225011 -2.588974 3.293307 0.08 0.59 -1.88
C 0.451084 -2.108117 2.129505 1.40 0.13 0.96
N 1.436839 -1.002973 1.991117 -0.44 -0.68 -0.59
N -0.130011 -2.565595 0.893230 -0.47 0.19 1.43
C -1.553910 -2.933067 1.004446 -0.93 -0.60 -1.21
C -2.528093 -1.853305 0.361701 -0.63 -0.21 0.76
C -2.908247 -2.115237 -1.148322 0.31 -0.04 0.45
C -1.698966 -2.462121 -2.120765 -0.36 0.12 -1.21
C -1.361939 -1.327672 -3.161807 0.70 1.15 -0.55
C -0.574266 -0.140616 -2.891825 -0.92 -0.58 -1.61
I 0.200654 0.181230 -0.915104 -0.18 -0.24 -1.04
C -0.229137 0.920702 -3.930727 -0.88 -0.88 -2.61
C 0.651518 2.162873 -3.635337 -2.07 0.89 1.76
C -0.299336 3.289950 -2.850731 1.84 0.83 2.13
C 0.416925 3.980296 -1.577283 -1.57 0.09 -4.05
O 0.169754 4.675898 -2.937086 -0.18 -2.81 1.33
C -0.715195 0.776111 -5.311455 -0.83 -1.71 2.02
P -0.360596 2.012885 -6.646045 1.03 1.71 -0.78
O 1.083814 2.266718 -6.872540 -1.50 -0.63 0.20
O -1.041329 3.467527 -6.134366 -0.45 -2.55 -0.60
O -1.144610 1.628244 -8.065571 0.23 0.42 2.55
C -1.536924 -0.454935 -5.625038 -0.56 -1.02 0.07
N -2.064062 -0.805158 -6.865568 0.20 -0.83 2.97
S -2.829709 -2.264186 -6.643710 0.61 0.83 0.88
N -2.610588 -2.603076 -5.028461 1.62 3.28 -1.04
C -1.875553 -1.515793 -4.577056 0.80 0.90 0.37
H 0.812491 -2.067749 3.978664 -0.95 -0.78 -0.67
H 2.380560 -1.408962 1.987770 -0.49 0.39 -0.03
H 1.357948 -0.358918 2.783815 0.20 -0.35 -0.27
H 0.431952 -3.275284 0.427422 -0.09 0.30 0.35
H -1.694134 -3.876977 0.390493 0.04 0.88 0.78
H -1.898156 -3.173625 2.044120 0.69 0.30 -0.82
H -3.497155 -1.939348 0.947316 0.93 0.13 -0.68
H -2.175773 -0.798390 0.557939 -0.15 -1.24 -0.37
H -3.621644 -2.992897 -1.181663 0.76 0.96 0.08
H -3.473045 -1.218774 -1.515879 0.51 -0.81 0.12
H -0.767645 -2.817337 -1.607937 -0.85 0.66 -0.23
H -2.046991 -3.333554 -2.752954 0.48 0.97 0.63
H 1.062839 2.675558 -4.537879 -0.24 -0.78 0.75
H 1.411265 1.884673 -2.862858 -0.35 0.25 -1.02
H -1.431740 3.073982 -2.773222 1.90 0.62 -0.39
H 1.486392 3.679709 -1.443797 -1.18 0.53 0.18
H -0.195793 4.547006 -0.843601 0.77 -0.99 -0.25
H -2.007658 3.304882 -6.077208 0.55 0.53 0.16
H -2.090901 1.459920 -7.881607 0.49 -0.23 -0.34
C 5.003486 0.737211 3.000918 0.02 -0.10 -0.10
S 4.018371 2.141517 3.555229 -0.03 0.00 0.01
O 2.591870 1.827776 3.261848 0.17 -0.04 -0.05
C 4.590509 3.284616 2.284251 0.00 0.02 -0.13
H 4.773923 -0.116570 3.638439 -0.04 0.11 0.04
H 4.756419 0.494858 1.965942 -0.06 0.08 0.02
H 6.063649 0.978827 3.088309 -0.04 0.03 0.03
H 4.369399 2.881335 1.294914 -0.04 -0.05 0.06
H 5.664039 3.443955 2.394821 -0.03 -0.02 0.05
H 4.069358 4.232513 2.414637 -0.02 -0.09 0.08
C -0.151956 -1.318357 8.189011 0.05 0.12 0.07
S -0.649486 -2.109531 6.647174 0.00 -0.05 -0.03
O 0.448963 -1.899952 5.664058 0.01 0.51 1.49
C -1.957572 -0.936899 6.247309 -0.03 0.13 -0.06
H 0.692669 -1.869741 8.601208 -0.06 -0.04 -0.10
H 0.146333 -0.286420 7.998462 -0.02 -0.04 -0.08
H -0.981844 -1.346014 8.896653 0.00 -0.04 -0.05
H -1.545185 0.070798 6.178102 0.07 -0.06 0.01
H -2.729013 -0.976336 7.017621 0.05 -0.06 0.00
H -2.389871 -1.219114 5.287650 0.11 -0.08 0.04
```
Positions in Å, forces in eV/Å.

The value obtained for the total energy is -3263.161070 a.u. The lowest unoccupied orbital energy is -0.04422 hartree. Its HOMO energy is -8.4 eV. Its spin multiplicity is 1. As for the net charge: 0. Its HOMO-LUMO gap is 7.23 eV.

Here are the Mulliken charges for atoms 1 to 4, given in e:
1. N -0.676
2. C 0.173
3. N -0.300
4. N -0.045

No. 2
Entry from OMol25: a molecular structure, C18H31N3NaO4STa in a non-equilibrium geometry (wB97M-V/def2-TZVPD).

The geometry in XYZ format:
```
59
Properties=species:S:1:pos:R:3:forces:R:3
N 1.867755 -0.411721 -0.887805 0.34 -0.06 0.22
C 2.861876 -0.894249 -0.331722 1.66 -0.57 0.79
O 3.828681 -1.339119 0.168679 -2.65 1.17 -1.40
Na 0.737127 0.602577 -3.829918 0.81 -0.39 -0.61
Ta -0.078711 -0.166704 -0.797150 1.81 -1.03 -0.49
N -0.574489 -1.500495 -2.201428 -0.22 1.49 0.36
N -0.202402 1.437627 -1.935699 -0.86 -0.73 2.05
C -0.320353 -2.972153 -2.010758 -0.26 -0.50 -0.50
C 0.461851 2.774001 -2.159104 -0.08 0.02 0.00
C 0.859877 -3.353242 -2.904530 0.19 -0.10 -0.30
C -1.581513 -3.754525 -2.392196 -0.23 -0.29 -0.09
C 0.020622 -3.306102 -0.570720 0.12 -0.36 -0.03
C 0.054233 3.311144 -3.541460 -0.07 0.15 0.08
C 0.008020 3.749930 -1.080733 -0.12 0.50 0.28
C 1.970700 2.579088 -2.073807 0.26 0.24 -0.02
H 0.637694 -3.230621 -3.975393 0.04 -0.20 0.33
H 1.117431 -4.408999 -2.737388 -0.03 0.35 -0.11
H 1.738944 -2.735039 -2.677371 -0.09 -0.20 0.08
H -2.464789 -3.362507 -1.871921 0.17 -0.05 -0.04
H -1.467731 -4.804751 -2.087425 0.02 0.33 -0.11
H -1.784810 -3.756476 -3.469750 0.09 0.00 0.22
H 0.931913 -2.810221 -0.231259 -0.10 -0.13 0.04
H 0.220211 -4.394953 -0.527918 -0.07 0.59 0.07
H -0.808374 -3.117181 0.118854 0.09 0.05 -0.08
H 0.330591 2.645618 -4.381902 -0.06 0.40 0.16
H 0.578716 4.263486 -3.707312 -0.22 -0.31 -0.07
H -1.028571 3.499677 -3.595206 0.36 -0.02 -0.05
H -1.049022 4.027617 -1.197254 0.36 0.01 0.09
H 0.593835 4.682584 -1.153125 -0.26 -0.40 -0.01
H 0.157554 3.341251 -0.070388 0.01 0.06 -0.28
H 2.276648 2.024965 -1.175882 -0.11 0.29 -0.30
H 2.436809 3.579871 -2.046749 -0.08 -0.54 -0.11
H 2.373802 2.060821 -2.960860 0.09 0.12 0.24
C -1.698429 1.449434 -1.837531 -0.22 0.80 -0.61
H -2.137556 0.584530 -1.265560 0.14 0.23 -0.30
H -2.077199 2.348220 -1.339201 0.16 -0.32 0.03
H -2.119030 1.406057 -2.849366 -0.25 -0.15 0.41
C -1.128065 -1.198805 -3.569242 -0.39 0.13 0.60
H -2.152352 -1.595476 -3.640411 0.48 -0.02 -0.22
H -1.254505 -0.118573 -3.796741 0.03 -0.61 0.46
H -0.485665 -1.635254 -4.347170 -0.32 -0.11 0.19
C 0.108547 1.384944 7.576751 0.03 -0.05 0.16
C 0.029968 0.827124 6.183114 0.06 0.09 -0.14
C 0.013229 -0.559525 5.996553 0.05 -0.17 -0.69
C -0.081870 -1.099864 4.714164 -0.11 0.26 0.02
C -0.162356 -0.241655 3.603393 -0.28 -0.20 0.21
C -0.109134 1.135207 3.767274 -0.01 0.16 -0.01
C -0.019214 1.662889 5.057607 0.06 -0.08 -0.21
S -0.375143 -1.017046 2.024199 0.41 -0.17 2.38
O 0.961412 -1.317909 1.487979 -1.21 0.25 -0.64
O -1.329691 -2.079252 2.149692 0.54 0.60 -0.54
O -0.915495 0.117967 1.051395 0.18 -0.44 -1.43
H -0.737951 1.031681 8.180554 0.17 0.11 -0.16
H 1.023516 1.052024 8.087389 -0.22 0.06 -0.20
H 0.102571 2.473569 7.570470 -0.03 -0.03 0.03
H 0.075537 -1.233651 6.851665 -0.03 0.22 -0.22
H -0.103013 -2.172780 4.573004 -0.07 0.01 0.04
H -0.147514 1.785993 2.892309 -0.06 -0.07 0.34
H 0.015248 2.748939 5.174313 -0.03 -0.38 0.06
```
Positions in Å, forces in eV/Å.

The value obtained for the total energy is -1786.755998 a.u. The lowest unoccupied orbital energy is -0.27641 hartree. Its HOMO energy is -14.0 eV. Its spin multiplicity is 1. As for the net charge: +2. Its HOMO-LUMO gap is 6.52 eV.

Here are the Mulliken charges for atoms 1 to 4, given in e:
1. N -0.465
2. C 1.013
3. O -0.393
4. Na 0.773